{"formula": "C35H66BCl6N4O37", "method": "ωB97M-V/def2-TZVPD", "spin_multiplicity": 1, "e_tot_ev": -194892.1009, "e_lumo_ev": 1.80, "total_charge": -1, "homo_energy_ev": -8.0, "symbols": ["O", "C", "O", "B", "O", "C", "O", "O", "C", "O", "C", "O", "O", "Cl", "C", "C", "Cl", "H", "H", "H", "H", "Cl", "C", "C", "Cl", "H", "H", "H", "H", "Cl", "C", "C", "Cl", "H", "H", "H", "H", "C", "N", "O", "O", "H", "H", "H", "C", "N", "O", "O", "H", "H", "H", "C", "N", "O", "O", "H", "H", "H", "C", "N", "O", "O", "H", "H", "H", "C", "O", "C", "O", "O", "C", "H", "H", "H", "H", "H", "H", "C", "O", "C", "O", "O", "C", "H", "H", "H", "H", "H", "H", "C", "O", "C", "O", "O", "C", "H", "H", "H", "H", "H", "H", "C", "O", "C", "O", "O", "C", "H", "H", "H", "H", "H", "H", "C", "O", "C", "O", "O", "C", "H", "H", "H", "H", "H", "H", "C", "O", "C", "O", "O", "C", "H", "H", "H", "H", "H", "H", "C", "O", "C", "O", "O", "C", "H", "H", "H", "H", "H", "H"], "xyz": [[-0.4140, 2.7625, -1.3279], [-0.0153, 2.0622, -0.4529], [0.2122, 0.7715, -0.6082], [0.7660, 0.2271, 0.6553], [0.9379, 1.4103, 1.5283], [0.4971, 2.4998, 0.9344], [0.5450, 3.6054, 1.3033], [2.0123, -0.4962, 0.3085], [1.8688, -1.7733, 0.5914], [2.6653, -2.6409, 0.4549], [0.4846, -1.9577, 1.2035], [-0.0928, -0.7772, 1.2795], [0.0512, -2.9912, 1.5680], [1.9047, -6.4847, -0.5255], [2.9712, -5.7765, 0.7122], [3.4858, -6.8326, 1.6646], [4.5269, -8.0283, 0.8537], [2.3890, -5.0559, 1.2928], [3.6941, -5.1095, 0.2485], [2.6392, -7.3947, 2.0455], [4.0499, -6.3361, 2.4522], [-1.5669, -3.2977, 6.1084], [-3.0741, -3.6829, 5.2299], [-2.7070, -4.5752, 4.0585], [-4.1460, -5.2519, 3.2938], [-3.5279, -2.7441, 4.9120], [-3.8042, -4.1327, 5.8974], [-2.1014, -5.3864, 4.4656], [-2.0529, -4.0571, 3.3563], [2.0367, 1.2429, -5.1394], [1.8781, 2.0132, -3.5449], [2.8101, 1.4181, -2.5205], [4.5422, 1.5909, -2.9983], [0.8572, 1.9005, -3.1836], [2.1232, 3.0528, -3.7215], [2.6282, 0.3450, -2.5124], [2.7132, 1.8613, -1.5367], [5.3691, -2.0391, -1.3666], [6.6120, -1.5831, -0.7063], [7.1764, -2.3559, 0.0048], [6.8648, -0.4175, -0.7627], [4.7332, -1.2311, -1.6952], [4.8555, -2.8323, -0.8404], [5.7885, -2.5150, -2.2644], [4.8110, 1.0237, 1.5570], [5.1803, 2.2515, 0.8365], [6.3273, 2.4317, 0.5413], [4.3094, 3.0740, 0.6374], [5.7484, 0.5726, 1.8741], [4.2588, 0.3416, 0.9221], [4.2863, 1.3001, 2.4654], [3.1404, 5.8456, 1.6830], [4.2631, 6.4371, 2.4431], [4.8943, 5.6888, 3.1696], [4.4145, 7.6384, 2.4258], [2.6660, 6.6820, 1.1869], [2.5026, 5.3864, 2.4323], [3.4199, 5.0711, 0.9783], [-3.4024, 2.8927, 0.2651], [-4.7075, 2.2411, 0.5153], [-5.5193, 2.8748, 1.1414], [-4.8861, 1.1455, 0.0659], [-2.7033, 2.0957, 0.0764], [-3.2169, 3.5334, 1.1193], [-3.4369, 3.5690, -0.5817], [-0.8204, -0.1834, 4.2776], [-1.7116, 0.7272, 4.9386], [-2.4378, 1.5081, 4.1704], [-2.6443, 1.4111, 3.0229], [-2.9657, 2.4193, 4.9633], [-3.8047, 3.3816, 4.3313], [-0.2140, 0.3623, 3.5653], [-1.3662, -1.0078, 3.8172], [-0.2572, -0.6293, 5.0927], [-4.3635, 3.8677, 5.1360], [-4.5760, 2.9802, 3.6733], [-3.2106, 4.1563, 3.8452], [0.3149, 6.4383, -1.3263], [0.0869, 6.4958, -2.7181], [1.0305, 6.0434, -3.5159], [2.1066, 5.7424, -3.1643], [0.5898, 6.1473, -4.7484], [1.5148, 6.0475, -5.8322], [0.9296, 7.3000, -1.0515], [0.7921, 5.5118, -1.0421], [-0.6153, 6.5728, -0.7808], [0.9736, 6.2507, -6.7566], [1.9903, 5.0755, -5.9216], [2.2337, 6.8709, -5.7660], [4.9169, -6.4316, 6.6020], [3.6002, -6.0635, 6.1682], [3.5327, -5.1066, 5.2871], [4.4178, -4.4645, 4.8431], [2.2677, -4.9222, 5.0111], [1.9748, -3.8740, 4.1248], [4.9096, -7.3515, 7.1670], [5.2456, -5.6257, 7.2748], [5.6334, -6.4140, 5.7822], [0.9182, -3.6414, 4.1648], [2.2463, -4.1133, 3.0957], [2.5647, -2.9853, 4.3624], [-6.7668, 0.4305, -3.4294], [-5.3954, 0.4484, -3.1264], [-4.9807, -0.6370, -2.4815], [-5.6297, -1.5708, -2.2114], [-3.6743, -0.6076, -2.2733], [-2.8965, 0.5561, -2.4554], [-7.1001, -0.4058, -4.0451], [-7.0081, 1.3110, -4.0244], [-7.3355, 0.4642, -2.5028], [-2.4539, 0.8160, -1.4993], [-3.4079, 1.4326, -2.8662], [-2.1124, 0.4180, -3.2120], [1.7335, -6.0219, -4.2791], [1.8883, -4.6137, -4.1591], [1.0739, -3.9887, -3.3379], [0.2635, -4.5072, -2.6411], [1.3092, -2.6893, -3.3861], [0.3053, -1.9113, -2.7449], [2.0909, -6.6071, -3.4312], [2.3428, -6.3019, -5.1347], [0.6811, -6.2514, -4.4456], [0.7275, -0.9241, -2.5887], [0.0548, -2.2996, -1.7567], [-0.5955, -1.9059, -3.3513], [-2.5891, 4.9597, -3.2063], [-3.8709, 5.1725, -3.8075], [-4.9565, 4.6991, -3.1975], [-4.9883, 3.9874, -2.2547], [-6.0388, 5.0856, -3.8384], [-5.9728, 5.8772, -5.0388], [-2.1377, 3.9977, -3.4490], [-2.6533, 5.2127, -2.1545], [-1.9343, 5.6587, -3.7232], [-6.9978, 6.1808, -5.2203], [-5.6385, 5.2157, -5.8384], [-5.3150, 6.7333, -4.9356], [-1.4272, -5.1019, -0.0807], [-2.8265, -4.8524, -0.4433], [-3.4795, -3.7795, -0.0330], [-4.6359, -3.6092, -0.2313], [-2.6707, -2.8845, 0.5436], [-3.1517, -1.6159, 0.9386], [-1.1149, -5.8767, -0.7706], [-1.3514, -5.3074, 0.9793], [-0.9335, -4.2073, -0.4517], [-3.0324, -1.4322, 2.0045], [-4.1885, -1.4413, 0.6533], [-2.5491, -0.9048, 0.3752]], "forces_ev_per_angstrom": [[-0.6419, 1.0638, -0.5020], [0.6105, -0.5826, -0.3392], [-0.2264, -0.2074, 0.6103], [-0.0498, 0.2066, -0.2925], [0.3608, -0.6638, 0.3503], [-0.1514, -2.2115, -1.3601], [0.0561, 2.5446, 1.1637], [0.3292, 0.5198, 0.0614], [-0.5230, 0.4944, 0.2680], [0.9664, -0.7154, -0.3140], [0.3315, 0.6289, -0.2374], [-0.1926, 0.4138, -0.0956], [-0.5386, -1.3414, 0.8220], [0.0901, 0.1584, 0.0049], [-0.3667, 0.5610, 0.4935], [-0.1080, 0.3745, -0.5502], [0.2752, -0.0489, 0.0251], [-0.3459, -0.3207, -0.0906], [0.4003, -0.6048, -0.2333], [0.0308, 0.0696, 0.2716], [0.0461, -0.1963, 0.0915], [-0.1019, 0.0237, 0.1496], [-0.4123, 0.4376, -0.4161], [0.7606, -0.1414, 0.7895], [-0.0511, 0.1089, -0.2353], [0.2208, 0.0378, -0.1370], [0.3078, -0.3185, 0.1493], [-0.2207, -0.2013, -0.1511], [-0.4085, 0.1266, -0.2795], [-0.1362, -0.2994, -0.1138], [0.2555, 0.4869, 0.2833], [0.4339, -0.6324, -0.8012], [-0.2390, 0.0756, 0.1971], [-0.0271, 0.0585, -0.1676], [-0.1582, 0.2688, 0.1877], [0.0438, -0.0052, 0.4394], [-0.1533, 0.0812, 0.0520], [0.6241, -1.1441, -1.9222], [-2.3495, 0.5010, 1.3075], [1.2098, -1.7346, 0.5649], [0.6534, 1.7003, -0.7642], [0.0974, 0.3514, 0.3255], [0.1183, 0.2760, 0.5753], [-0.4013, 0.0592, -0.0895], [0.8587, -0.6265, 0.7654], [-0.1347, 0.6453, 0.1556], [0.8693, -0.2731, -0.1847], [-0.9011, 0.0012, -0.2234], [0.0022, -0.1309, -0.2624], [-0.2552, 0.2014, -0.1130], [-0.4648, 0.1432, -0.2553], [-0.5631, 0.2839, -0.1556], [0.2632, -0.5933, 0.9602], [0.0469, -0.0594, -0.3844], [0.0114, 0.2989, -0.4360], [-0.2232, -0.0689, -0.0659], [-0.1523, 0.0487, -0.0352], [0.5664, 0.0817, 0.1160], [0.2143, 0.4164, 0.2238], [0.4145, 0.9507, -0.3996], [-0.6491, 0.4133, 0.5756], [-0.1238, -1.1083, -0.4281], [0.3248, 0.0633, 0.2922], [0.3623, -0.3982, 0.2794], [-0.5408, -0.3416, -0.3610], [-0.3870, -0.3064, 0.4556], [0.7127, -0.5646, 0.3916], [-0.0002, 0.0344, 2.3629], [-0.1430, -0.3840, -3.4266], [-0.6923, 0.9097, 0.5057], [-0.6684, 0.7045, 0.5510], [0.1350, -0.1537, -0.0923], [-0.0744, 0.2443, -0.3260], [0.3090, 0.1883, -0.0947], [0.2855, -0.0755, 0.0775], [0.4748, -0.3450, -0.2370], [0.0300, -0.2210, -0.2306], [0.5777, 0.6310, 0.6439], [-1.7754, 0.0355, 0.0559], [-0.9359, 1.4173, -0.0381], [2.8540, -1.3059, 0.5571], [-0.8912, -0.2149, -1.4535], [0.2258, 0.6653, -0.2866], [0.2604, -0.2257, 0.0529], [0.0832, -0.1960, 0.1190], [-0.2812, -0.2616, -0.4040], [-0.3817, -0.2191, 0.2670], [0.1079, -0.0297, 0.3305], [0.2314, -0.4149, 0.2563], [0.4832, 1.6897, 0.3575], [0.4247, -2.0199, 1.0067], [-1.0316, 0.1220, 0.3177], [2.1871, 0.9606, -0.8878], [-1.5783, -0.3970, 0.0346], [0.3446, 1.1041, -0.8791], [-0.4088, -0.2822, -0.2616], [0.0727, -0.2898, -0.0099], [-0.1977, -0.3834, -0.1298], [-0.1272, -0.2306, 0.1912], [-0.0993, -0.2360, 0.0546], [-0.1314, -0.0141, 0.2100], [-1.1949, 0.5086, -0.2351], [-0.0867, 0.5854, -0.5954], [1.3032, 1.0260, -0.8025], [-1.6134, -1.7723, 0.6462], [0.8850, -0.1102, 0.1980], [0.5295, 1.0653, -0.6463], [0.4052, -0.3697, 0.2955], [0.3489, 0.2469, 0.2377], [-0.1652, -0.1156, -0.0390], [0.1299, -0.0681, -0.0673], [-0.5292, -0.2928, 0.5151], [0.0548, -0.6528, 0.3811], [-0.2003, -0.4207, -0.2684], [0.9974, -0.0472, -0.4866], [0.3303, 0.0685, 0.0971], [-1.1756, -0.8005, 0.6060], [0.3010, 0.4534, -0.2630], [-0.0010, 0.3050, 0.6440], [-0.0293, 0.4595, 0.2855], [-0.1496, 0.0524, -0.1161], [0.0731, -0.1153, -0.0591], [-0.1053, 0.1320, -0.3418], [0.0029, -0.2195, -0.0880], [-0.0861, 0.1893, -0.0307], [0.3783, 0.5822, -0.6742], [0.3966, 0.0615, -0.2752], [0.6486, 0.3704, -1.4131], [0.0826, -0.7585, 1.4506], [-1.2316, 0.4565, -0.1384], [0.0217, -0.6872, 0.1773], [-0.5730, -0.3817, 0.5031], [0.2573, -0.3489, 0.1675], [-0.1536, 0.2576, 0.2597], [-0.0124, 0.0938, -0.0206], [0.0842, 0.2702, -0.1441], [0.0254, 0.0188, 0.0409], [-1.1379, 1.3166, -1.5140], [0.1790, -1.2205, 0.2083], [0.4791, 0.6367, -0.0888], [-1.1941, -0.1748, -0.0122], [0.8428, -0.4799, 0.5828], [-0.4507, 0.7785, -0.7091], [-0.0563, -0.4477, 0.4335], [0.2888, -0.0184, 0.0014], [0.6160, -0.1361, 0.7778], [0.1782, -0.2925, 0.0515], [-0.0384, -0.3488, 0.0162], [0.0049, 0.2020, 0.2565]]}